No. 1
Below is a molecular structure, C4H8O2, with properties calculated with ωB97M-V/def2-TZVPD.

CARTESIAN COORDINATES (ANGSTROEM)
1 C -0.504 -1.439 0.930
2 C -0.697 -0.178 0.131
3 O -0.562 1.154 0.695
4 C 0.039 1.578 -0.550
5 C 0.445 0.127 -0.832
6 O 1.724 -0.174 -0.319
7 H 0.347 -1.379 1.610
8 H -1.396 -1.783 1.458
9 H -0.251 -2.178 0.155
10 H -1.659 -0.219 -0.406
11 H 0.843 2.311 -0.408
12 H -0.708 1.983 -1.247
13 H 0.376 -0.378 -1.798
14 H 1.920 0.469 0.374

Computed properties:
energy relative to the best compared isomer or geometry (same formula, charge and spin): 48.7 kcal/mol
HOMO energy: -10.03 eV
HOMO-LUMO gap: 11.02 eV
calculated total energy: -307.634825 Eh


No. 2
Below is 2 unconnected molecules or ions with the total composition C4H8O2, with properties calculated with ωB97M-V/def2-TZVPD.

CARTESIAN COORDINATES (ANGSTROEM)
1 C 0.701 -1.953 0.935
2 C 0.014 -1.067 -0.038
3 O -0.297 0.116 0.320
4 C -0.903 1.052 -0.419
5 C -1.101 2.312 0.217
6 O -1.668 3.270 -0.289
7 H 0.018 -2.713 1.340
8 H 1.097 -1.365 1.767
9 H 1.526 -2.485 0.450
10 H 1.627 0.228 -1.547
11 H -0.301 -1.397 -1.027
12 H -1.276 0.768 -1.398
13 H 1.238 0.870 -1.557
14 H -0.676 2.361 1.246

Computed properties:
energy relative to the best compared isomer or geometry (same formula, charge and spin): 107.5 kcal/mol
HOMO energy (alpha / beta): -7.79 / -8.09 eV
HOMO-LUMO gap (alpha / beta): 7.39 / 8.19 eV
calculated total energy: -307.541096 Eh


No. 3
Below is C4H8O2 in the gas phase in a non-equilibrium geometry, with properties calculated with ωB97M-V/def2-TZVPD.

CARTESIAN COORDINATES (ANGSTROEM)
1 C -1.133 0.331 -1.004
2 C 0.109 0.684 -0.254
3 O 0.144 1.935 0.269
4 C 0.125 -0.805 1.341
5 C 1.157 -0.578 0.410
6 O 1.376 -1.551 -0.552
7 H -2.052 0.637 -0.497
8 H -1.152 -0.738 -1.206
9 H -1.112 0.853 -1.961
10 H -0.736 2.233 0.565
11 H 0.156 -0.335 2.317
12 H -0.586 -1.607 1.177
13 H 2.036 -0.017 0.736
14 H 1.675 -1.062 -1.332

Computed properties:
energy relative to the best compared isomer or geometry (same formula, charge and spin): 94.7 kcal/mol
HOMO energy: -7.33 eV
HOMO-LUMO gap: 8.01 eV
calculated total energy: -307.561492 Eh


No. 4
Below is C4H8O2 in the gas phase, with properties calculated with ωB97M-V/def2-TZVPD.

CARTESIAN COORDINATES (ANGSTROEM)
1 C 1.064 0.895 -0.624
2 C 0.343 -0.422 -0.356
3 O 1.261 -1.479 -0.134
4 C -0.523 -0.341 0.908
5 C -1.891 0.186 0.578
6 O -2.260 1.316 0.791
7 H 1.629 0.849 -1.563
8 H 0.360 1.734 -0.687
9 H 1.769 1.086 0.194
10 H -0.299 -0.658 -1.225
11 H 1.790 -1.587 -0.933
12 H -0.060 0.323 1.644
13 H -0.625 -1.350 1.327
14 H -2.558 -0.553 0.082

Computed properties:
energy relative to the best compared isomer or geometry (same formula, charge and spin): 25.5 kcal/mol
HOMO energy: -9.97 eV
HOMO-LUMO gap: 10.80 eV
calculated total energy: -307.671720 Eh
structure (SMILES): C[C@@H](O)CC=O


No. 5
Below is C4H8O2 in the gas phase, with properties calculated with ωB97M-V/def2-TZVPD.

CARTESIAN COORDINATES (ANGSTROEM)
1 C -0.024 -1.050 -1.286
2 C -0.104 -0.868 0.125
3 O -1.075 -1.433 0.767
4 C -0.441 1.605 -0.190
5 O 0.973 1.208 0.145
6 C 0.871 0.047 0.849
7 H -0.536 0.050 -1.270
8 H -0.673 -1.816 -1.706
9 H 0.970 -0.943 -1.717
10 H -1.164 -1.022 1.646
11 H -0.835 2.074 0.734
12 H -0.300 2.435 -0.902
13 H 0.489 0.175 1.890
14 H 1.849 -0.462 0.915

Computed properties:
energy relative to the best compared isomer or geometry (same formula, charge and spin): 136.7 kcal/mol
HOMO energy: -6.52 eV
HOMO-LUMO gap: 6.49 eV
calculated total energy: -307.494508 Eh


No. 6
Below is C4H8O2 in the gas phase in a non-equilibrium geometry, with properties calculated with ωB97M-V/def2-TZVPD.

CARTESIAN COORDINATES (ANGSTROEM)
1 C -0.733 -1.778 -0.728
2 O -0.839 -0.195 -1.051
3 C -0.077 0.511 -0.175
4 C 0.312 1.951 -0.385
5 C 0.199 -0.182 0.939
6 O 1.209 0.096 1.823
7 H -1.669 -2.018 -1.193
8 H -0.689 -2.364 0.235
9 H 0.162 -2.054 -1.285
10 H -0.583 2.573 -0.535
11 H 0.976 2.122 -1.234
12 H 0.806 2.297 0.535
13 H -0.630 -0.744 1.355
14 H 2.037 -0.015 1.341

Computed properties:
energy relative to the best compared isomer or geometry (same formula, charge and spin): 88.2 kcal/mol
HOMO energy: -7.65 eV
HOMO-LUMO gap: 8.48 eV
calculated total energy: -307.571931 Eh
structure (SMILES): CO/C(C)=C/O


No. 7
Below is C4H8O2 in the gas phase in a non-equilibrium geometry, with properties calculated with ωB97M-V/def2-TZVPD.

CARTESIAN COORDINATES (ANGSTROEM)
1 C -0.974 -0.687 -0.758
2 O -1.020 0.723 -0.795
3 C -0.466 1.307 0.365
4 C 0.888 0.658 0.669
5 C 0.752 -0.839 0.885
6 O 0.132 -1.312 1.821
7 H -0.298 -1.064 -1.543
8 H -1.948 -1.144 -0.850
9 H -0.776 -1.091 0.242
10 H -1.137 1.181 1.228
11 H -0.364 2.380 0.161
12 H 1.288 0.998 1.627
13 H 1.595 0.892 -0.135
14 H 1.305 -1.482 0.166

Computed properties:
energy relative to the best compared isomer or geometry (same formula, charge and spin): 65.2 kcal/mol
HOMO energy: -9.96 eV
HOMO-LUMO gap: 10.93 eV
calculated total energy: -307.608592 Eh
structure (SMILES): COCCC=O


No. 8
Below is 2 unconnected molecules or ions with the total composition C4H8O2, with properties calculated with ωB97M-V/def2-TZVPD.

CARTESIAN COORDINATES (ANGSTROEM)
1 C -1.954 0.042 -0.558
2 O -1.894 -0.423 0.655
3 C -1.203 -1.423 1.108
4 C 1.228 0.018 -0.299
5 O 1.549 -0.942 -0.963
6 C 1.962 1.327 -0.252
7 H -2.614 0.886 -0.685
8 H 0.333 -0.025 0.350
9 H -1.499 -0.520 -1.367
10 H -1.287 -1.591 2.171
11 H -0.641 -2.043 0.416
12 H 2.969 1.236 -0.662
13 H 1.996 1.698 0.779
14 H 1.393 2.058 -0.842

Computed properties:
energy relative to the best compared isomer or geometry (same formula, charge and spin): 111.0 kcal/mol
HOMO energy (alpha / beta): -7.64 / -7.68 eV
HOMO-LUMO gap (alpha / beta): 8.29 / 8.38 eV
calculated total energy: -307.535464 Eh


No. 9
Below is 2 unconnected molecules or ions with the total composition C4H8O2, with properties calculated with ωB97M-V/def2-TZVPD.

CARTESIAN COORDINATES (ANGSTROEM)
1 C -1.251 1.284 0.194
2 C -0.466 0.474 0.899
3 C 0.958 0.248 0.505
4 C 1.373 0.067 -0.885
5 O 1.419 -1.026 0.023
6 H -0.930 1.674 -0.769
7 H -2.230 1.593 0.548
8 H -0.797 0.061 1.850
9 H 1.675 0.677 1.206
10 H 0.614 -0.040 -1.660
11 H 2.333 0.444 -1.229
12 O -1.079 -2.104 -0.032
13 H -0.120 -1.936 -0.092
14 H -1.500 -1.416 -0.559

Computed properties:
energy relative to the best compared isomer or geometry (same formula, charge and spin): 62.5 kcal/mol
HOMO energy: -10.11 eV
HOMO-LUMO gap: 11.05 eV
calculated total energy: -307.612826 Eh
structure (SMILES): C=C[C@@H]1CO1.O


No. 10
Below is a molecular structure, C4H8O2, with properties calculated with ωB97M-V/def2-TZVPD.

CARTESIAN COORDINATES (ANGSTROEM)
1 O -1.043 -0.041 -1.080
2 C -1.333 -0.563 0.417
3 C -0.034 -0.972 0.832
4 C 0.799 0.114 -0.934
5 C 1.118 0.855 0.350
6 O 0.870 -0.048 1.395
7 H -1.541 0.769 -1.338
8 H -1.791 0.323 0.873
9 H -2.047 -1.376 0.297
10 H 0.154 -1.995 1.141
11 H 1.390 -0.775 -1.135
12 H 0.780 0.763 -1.819
13 H 0.465 1.741 0.423
14 H 2.157 1.228 0.392

Computed properties:
energy relative to the best compared isomer or geometry (same formula, charge and spin): 142.4 kcal/mol
HOMO energy (alpha / beta): -6.70 / -6.70 eV
HOMO-LUMO gap (alpha / beta): 7.57 / 7.57 eV
calculated total energy: -307.485491 Eh


No. 11
Below is C4H8O2 in the gas phase, with properties calculated with ωB97M-V/def2-TZVPD.

CARTESIAN COORDINATES (ANGSTROEM)
1 O 0.708 -1.102 -1.512
2 C 0.472 0.143 -0.870
3 C -1.024 0.205 -0.475
4 C -1.043 -0.106 1.042
5 O 0.292 -0.435 1.396
6 C 1.127 0.285 0.515
7 H 1.481 -1.545 -1.142
8 H 0.774 0.935 -1.570
9 H -1.537 -0.564 -1.054
10 H -1.496 1.172 -0.681
11 H -1.675 -0.959 1.303
12 H -1.392 0.757 1.635
13 H 1.176 1.346 0.824
14 H 2.136 -0.133 0.589

Computed properties:
energy relative to the best compared isomer or geometry (same formula, charge and spin): 29.7 kcal/mol
HOMO energy: -9.85 eV
HOMO-LUMO gap: 10.82 eV
calculated total energy: -307.665098 Eh
structure (SMILES): O[C@H]1CCOC1


No. 12
Below is C4H8O2 in the gas phase, with properties calculated with ωB97M-V/def2-TZVPD.

CARTESIAN COORDINATES (ANGSTROEM)
1 C -0.022 1.476 -0.671
2 C -1.034 0.459 -0.183
3 C -0.557 -0.933 -0.269
4 O 0.651 -1.301 -0.925
5 C -0.250 -0.562 1.194
6 O 1.093 -0.522 1.482
7 H -0.263 2.483 -0.321
8 H 1.035 1.274 -0.440
9 H -0.133 1.499 -1.766
10 H -0.751 0.505 1.259
11 H -1.295 -1.720 -0.423
12 H 0.865 -0.622 -1.577
13 H -0.867 -1.088 1.925
14 H 1.527 -0.947 0.716

Computed properties:
energy relative to the best compared isomer or geometry (same formula, charge and spin): 109.9 kcal/mol
HOMO energy: -8.31 eV
HOMO-LUMO gap: 8.98 eV
calculated total energy: -307.537215 Eh


No. 13
Below is a molecular structure, C4H8O2, with properties calculated with ωB97M-V/def2-TZVPD.

CARTESIAN COORDINATES (ANGSTROEM)
1 C -2.196 0.161 -0.077
2 C -0.784 0.460 0.392
3 C 0.642 -1.189 0.081
4 O 1.741 -0.799 0.828
5 C 2.651 0.059 0.296
6 O 2.521 0.678 -0.722
7 H -2.680 -0.584 0.563
8 H -2.815 1.065 -0.064
9 H -2.195 -0.228 -1.100
10 H -0.719 0.831 1.419
11 H -0.223 1.109 -0.276
12 H -0.393 -0.759 0.586
13 H 0.754 -0.821 -0.946
14 H 3.536 0.083 0.946

Computed properties:
energy relative to the best compared isomer or geometry (same formula, charge and spin): 107.9 kcal/mol
HOMO energy: -8.39 eV
HOMO-LUMO gap: 9.13 eV
calculated total energy: -307.540539 Eh


No. 14
Below is 2 unconnected molecules or ions with the total composition C4H8O2, with properties calculated with ωB97M-V/def2-TZVPD.

CARTESIAN COORDINATES (ANGSTROEM)
1 O 0.924 -0.998 -1.780
2 C 0.549 0.072 -0.915
3 C -0.955 0.040 -0.523
4 C -0.918 -0.486 0.875
5 O 0.311 -0.556 1.281
6 C 1.194 -0.008 0.437
7 H 0.860 -1.817 -1.270
8 H 0.797 0.973 -1.478
9 H -1.529 -0.598 -1.206
10 H -1.379 1.052 -0.571
11 H -1.674 -0.932 1.503
12 H -0.554 1.709 1.634
13 H 0.148 1.803 1.365
14 H 2.226 -0.254 0.648

Computed properties:
energy relative to the best compared isomer or geometry (same formula, charge and spin): 112.6 kcal/mol
HOMO energy (alpha / beta): -7.37 / -7.61 eV
HOMO-LUMO gap (alpha / beta): 7.88 / 8.32 eV
calculated total energy: -307.532977 Eh


No. 15
Below is C4H8O2 in the gas phase, with properties calculated with ωB97M-V/def2-TZVPD.

CARTESIAN COORDINATES (ANGSTROEM)
1 C 1.373 0.251 -0.146
2 C 0.297 1.333 -0.077
3 O -0.833 0.904 0.649
4 C -1.381 -0.265 0.084
5 C -0.314 -1.359 0.185
6 O 0.812 -0.971 -0.596
7 H 2.132 0.531 -0.883
8 H 1.879 0.113 0.825
9 H 0.646 2.236 0.433
10 H -0.008 1.581 -1.106
11 H -2.332 -0.423 0.605
12 H -1.614 -0.109 -0.984
13 H -0.003 -1.508 1.235
14 H -0.652 -2.313 -0.225

Computed properties:
energy relative to the best compared isomer or geometry (same formula, charge and spin): 35.9 kcal/mol
HOMO energy: -9.33 eV
HOMO-LUMO gap: 10.45 eV
calculated total energy: -307.655277 Eh
structure (SMILES): C1COCCO1


No. 16
Below is a molecular structure, C4H8O2 in a non-equilibrium geometry, with properties calculated with ωB97M-V/def2-TZVPD.

CARTESIAN COORDINATES (ANGSTROEM)
1 C 1.491 0.275 0.068
2 C 0.112 -0.291 0.228
3 O -0.073 -0.666 1.579
4 C -0.813 -1.094 -0.708
5 O -1.821 -0.037 -0.594
6 C -0.747 0.864 -0.187
7 H 1.256 1.349 0.402
8 H 1.841 0.197 -0.969
9 H 2.225 -0.095 0.775
10 H -0.897 -0.273 1.897
11 H -1.181 -2.049 -0.321
12 H -0.432 -1.213 -1.734
13 H -0.558 1.645 0.647
14 H -0.403 1.389 -1.083

Computed properties:
energy relative to the best compared isomer or geometry (same formula, charge and spin): 74.9 kcal/mol
HOMO energy: -10.18 eV
HOMO-LUMO gap: 11.07 eV
calculated total energy: -307.593020 Eh


No. 17
Below is C4H8O2 in the gas phase, with properties calculated with ωB97M-V/def2-TZVPD.

CARTESIAN COORDINATES (ANGSTROEM)
1 C -1.047 -0.880 0.100
2 C 0.116 -0.168 0.806
3 O -0.267 0.412 2.037
4 C 0.753 0.857 -0.153
5 C 0.912 0.166 -1.480
6 O 0.380 0.502 -2.509
7 H -1.966 -0.296 0.210
8 H -1.204 -1.886 0.491
9 H -0.894 -0.957 -0.979
10 H 0.885 -0.897 1.091
11 H -1.000 1.018 1.863
12 H 0.110 1.734 -0.282
13 H 1.730 1.180 0.225
14 H 1.491 -0.785 -1.420

Computed properties:
energy relative to the best compared isomer or geometry (same formula, charge and spin): 30.0 kcal/mol
HOMO energy: -9.92 eV
HOMO-LUMO gap: 10.85 eV
calculated total energy: -307.664552 Eh
structure (SMILES): C[C@H](O)CC=O